The following is a DFT calculation (ωB97M-V with the def2-TZVPD basis set) of 4 unconnected molecules or ions with the total composition C35H47F30NO6PS.

XYZ file:
```
121
C35H47F30NO6PS | the OMol25 dataset | ωB97M-V with the def2-TZVPD basis set
C -4.58963 -4.04818 -0.27357
C -3.60410 -3.21134 0.06727
C -3.60475 -1.78007 -0.40593
C -3.59315 -0.80662 0.80945
C -4.96981 -0.90013 1.59078
F -5.43125 0.29119 1.99911
F -4.84112 -1.67702 2.65395
F -5.90618 -1.42595 0.79378
O -2.64055 -1.31544 1.69032
C -1.28460 -1.02411 1.20472
C -0.44275 -0.91208 2.47679
C 0.83151 -1.77028 2.41688
C 2.00862 -1.08016 1.70536
C 1.99036 -1.34119 0.20048
C 3.16727 -0.67181 -0.54094
C 2.74408 0.36644 -1.57659
C 1.86969 -0.19211 -2.72086
O 1.82466 -1.61007 -2.71377
C 1.84406 -2.20309 -4.00117
C -1.51327 0.24988 0.34284
C -0.50615 1.37756 0.53878
N -2.98377 0.58236 0.50462
C -3.23496 1.73178 1.43741
C -2.93631 1.42903 2.90685
O -3.30215 2.59836 3.60091
C -3.98998 2.41796 4.81563
C -5.44709 2.86329 4.69640
F -6.24930 1.81518 4.40313
F -5.62079 3.77905 3.74115
F -5.87224 3.36474 5.86247
P -3.65231 1.11195 -1.17025
S -3.79676 2.98970 -1.45103
H -5.00137 -4.02079 -1.27858
H -5.01013 -4.76271 0.42343
H -2.74990 -3.56405 0.63226
H -2.70268 -1.59026 -1.00115
H -4.44346 -1.61968 -1.07891
H -0.98791 -1.90548 0.63664
H -1.04730 -1.30380 3.29500
H -0.19317 0.11217 2.73826
H 0.60771 -2.71365 1.91214
H 1.13288 -1.98647 3.44174
H 1.93577 -0.00594 1.90658
H 2.95314 -1.42626 2.12683
H 1.05274 -0.97135 -0.23047
H 2.04549 -2.41168 0.02876
H 3.83314 -1.41126 -0.98394
H 3.77443 -0.14607 0.20245
H 2.20196 1.18002 -1.08833
H 3.64424 0.79739 -2.01609
H 0.85670 0.23048 -2.67811
H 2.28859 0.14212 -3.67372
H 1.41073 -1.55125 -4.76073
H 2.86875 -2.47334 -4.27611
H 1.24830 -3.11598 -3.95885
H -1.34163 -0.07112 -0.68485
H -0.42320 1.97745 -0.36707
H 0.46174 0.89979 0.67953
H -0.67738 2.00685 1.40635
H -2.66682 2.60063 1.12079
H -4.27973 2.01326 1.35617
H -1.86721 1.25522 3.02793
H -3.43437 0.53279 3.26941
H -3.96145 1.39352 5.18798
H -3.52456 3.05180 5.57159
H -4.87440 0.43520 -1.22117
H -2.79198 0.47737 -2.06947
C -2.57905 4.07475 -6.82502
C -2.33375 2.70510 -6.17729
C -2.30666 2.63700 -4.64983
F -1.29969 3.36598 -4.13868
F -2.10749 1.34036 -4.26270
F -1.20866 2.15222 -6.67306
F -3.38124 1.90994 -6.54665
O -1.45029 4.77715 -7.29139
C -0.72630 5.60863 -6.48362
C 0.72546 5.13196 -6.33421
F 0.75874 3.89670 -5.78966
F 1.37692 5.97674 -5.50844
F -1.31178 5.78316 -5.28356
F -0.67489 6.81496 -7.08484
H -3.14537 3.84888 -7.72731
H -3.22185 4.69989 -6.20361
H -3.25295 2.97246 -4.22242
H 1.21710 5.11241 -7.30801
C 3.23343 3.56118 5.64924
C 3.07056 3.71787 7.16726
C 3.23346 2.46495 8.03416
F 2.29213 1.54721 7.72126
F 3.07277 2.81157 9.32579
F 1.88870 4.30946 7.43731
F 4.05952 4.56592 7.56333
O 2.04022 3.46193 4.88690
C 1.41575 2.28502 4.65832
C -0.00448 2.26982 5.23943
F 0.00754 2.43757 6.56709
F -0.56270 1.05519 4.96892
F 2.12602 1.22359 5.06610
F 1.25561 2.15856 3.30344
H 3.67814 4.49824 5.32034
H 3.94451 2.77409 5.39784
H 4.22766 2.02929 7.90495
H -0.60728 3.05830 4.78157
C 3.32546 -5.91155 -3.43351
C 2.91141 -5.63859 -1.98090
C 3.46599 -4.38323 -1.30429
F 4.80688 -4.42382 -1.20173
F 2.95531 -4.31189 -0.04588
F 3.16373 -6.71812 -1.21769
F 1.55287 -5.45740 -2.00294
O 4.36025 -6.84269 -3.64762
C 5.67745 -6.47507 -3.64546
C 6.46211 -7.18001 -2.53030
F 5.94398 -6.86488 -1.32664
F 7.74254 -6.75704 -2.56947
F 5.82708 -5.13867 -3.58487
F 6.21259 -6.88555 -4.81534
H 2.44948 -6.37931 -3.88104
H 3.49442 -4.98175 -3.97870
H 3.16916 -3.48064 -1.84734
H 6.42454 -8.26160 -2.67048
```

## Properties
Energy relative to the best compared isomer or geometry (same formula, charge and spin), kJ/mol: 0.0
Multiplicity: 1
Maximum force, eV/A: 2.35
Charge: +1
E_LUMO, hartree: -0.107

Results of the Mulliken charge analysis, in e, for atoms 1 through 99:
1 C -0.7444
2 C -0.7065
3 C -0.8657
4 C 0.9738
5 C 0.1987
6 F -0.2386
7 F -0.2346
8 F -0.2914
9 O -0.6348
10 C 0.6412
11 C 0.0685
12 C -1.8189
13 C -0.8532
14 C 1.0774
15 C -0.9628
16 C -0.8178
17 C -0.5389
18 O -0.2506
19 C -0.8970
20 C -0.8922
21 C -1.2736
22 N 1.2424
23 C -2.0066
24 C 1.0046
25 O -0.3858
26 C -0.6037
27 C 0.8683
28 F -0.2790
29 F -0.2587
30 F -0.2736
31 P 0.5656
32 S -0.3347
33 H 0.2803
34 H 0.2899
35 H 0.4113
36 H 0.3027
37 H 0.8177
38 H 0.9980
39 H 0.5006
40 H -0.7919
41 H 0.5499
42 H 0.5087
43 H 0.3793
44 H 0.6353
45 H -0.9530
46 H 0.2143
47 H 0.2140
48 H 0.5402
49 H 0.2665
50 H 0.5425
51 H 0.0023
52 H 0.6693
53 H 0.4944
54 H 0.2631
55 H 0.2157
56 H 0.3147
57 H 0.4367
58 H -0.0287
59 H 0.3599
60 H 0.8335
61 H 0.8903
62 H -1.2942
63 H 0.6060
64 H 0.3735
65 H 0.4248
66 H 0.1323
67 H 0.1280
68 C -0.8092
69 C 0.8926
70 C 0.2051
71 F -0.2394
72 F -0.2946
73 F -0.2636
74 F -0.3302
75 O -0.3883
76 C 0.7942
77 C 0.1602
78 F -0.1862
79 F -0.2530
80 F -0.2741
81 F -0.2974
82 H 0.4239
83 H 0.3565
84 H 0.1982
85 H 0.2537
86 C -0.7446
87 C 0.8889
88 C 0.0586
89 F -0.2030
90 F -0.2670
91 F -0.2670
92 F -0.3249
93 O -0.3494
94 C 0.6344
95 C 0.3422
96 F -0.2435
97 F -0.2473
98 F -0.3055
99 F -0.2536



The following is a DFT calculation (ωB97M-V with the def2-TZVPD basis set) of a molecular structure, C18H48F6NO12S2Zn.

XYZ file:
```
88
C18H48F6NO12S2Zn | the OMol25 dataset | ωB97M-V with the def2-TZVPD basis set
Zn -14.32304 -5.22572 12.72331
C -17.07024 -3.25431 14.73810
F -15.89541 -2.92263 15.22646
F -17.44872 -4.42004 15.22712
F -17.96718 -2.29795 15.21058
S -16.98261 -3.22325 12.86237
O -18.32427 -2.96345 12.37875
O -15.93757 -2.21810 12.59585
N -16.18670 -4.80996 12.45841
S -17.49268 -5.77981 12.29611
O -17.05006 -7.15223 12.26515
O -18.62732 -5.60264 13.17406
C -18.10761 -5.54744 10.38154
F -17.58072 -6.52728 9.55360
F -19.41556 -5.57194 10.38802
F -17.65892 -4.37381 9.93012
C -21.90734 -3.66503 12.12512
C -22.90542 -4.24246 13.08058
O -24.22927 -3.84156 12.74459
H -22.07210 -2.58818 12.16166
H -22.09068 -4.18631 11.18557
H -20.95194 -3.94391 12.56956
H -22.70124 -3.70309 14.00550
H -22.67306 -5.29883 13.21549
H -24.66773 -4.65195 12.47509
C -15.82804 -7.07252 16.46690
C -14.75219 -6.22817 15.85346
O -14.67390 -6.51336 14.45987
H -15.96152 -6.75835 17.50207
H -15.70107 -8.13144 16.24182
H -16.75146 -6.76582 15.97562
H -13.78885 -6.42728 16.32297
H -14.89910 -5.18005 16.11416
H -14.57739 -7.46824 14.43773
C -18.89666 0.56389 12.24155
C -17.90688 1.72647 12.21592
O -18.65598 2.83094 11.72910
H -19.89651 0.71946 12.64677
H -18.56409 -0.20027 12.94408
H -18.91140 0.08143 11.26425
H -17.14378 1.54422 11.45925
H -17.47221 1.95377 13.18932
H -19.23702 3.15419 12.42156
C -13.30610 0.03951 11.52808
C -11.96626 -0.63415 11.95379
O -11.69508 -1.94517 11.38826
H -13.22870 0.74662 10.70217
H -13.58307 0.83814 12.21627
H -14.08527 -0.70349 11.35797
H -12.09598 -0.87607 13.00866
H -11.13460 0.07043 11.95697
H -10.93491 -2.34170 11.82012
C -16.42150 -2.80699 18.56834
C -16.15117 -1.35441 18.58507
O -15.90227 -0.88325 19.93910
H -17.08469 -3.19055 19.34369
H -15.47088 -3.34030 18.56491
H -16.94267 -3.20849 17.69928
H -17.01647 -0.89040 18.11172
H -15.25862 -1.26812 17.96538
H -15.41758 -1.53671 20.44866
C -16.22168 -10.67180 8.81661
C -17.50732 -9.89461 9.02426
O -18.37111 -10.89593 9.29576
H -15.45702 -9.89541 8.79209
H -16.17853 -11.17197 7.84910
H -16.00836 -11.25128 9.71482
H -17.76770 -9.24505 8.18857
H -17.42380 -9.28431 9.92351
H -19.17867 -10.60280 9.72416
C -13.15316 -3.62760 8.75891
C -14.38068 -3.83539 9.74567
O -13.83729 -4.07107 11.04752
H -12.44240 -4.44303 8.89306
H -12.75056 -2.63031 8.93618
H -13.52175 -3.68185 7.73455
H -14.98737 -4.71840 9.54485
H -15.07159 -2.99600 9.66730
H -13.38221 -3.22962 11.12787
C -13.89428 -7.27004 9.42591
C -13.00079 -7.30806 10.69574
O -13.62768 -7.00443 11.90733
H -13.94183 -8.27680 9.01085
H -13.34698 -6.74896 8.64040
H -14.92969 -6.94776 9.53620
H -12.21193 -6.56974 10.55186
H -12.46472 -8.25707 10.70593
H -13.38918 -7.78897 12.40656
```

## Properties
Multiplicity: 1
Maximum force, eV/A: 5.09
Charge: +1
E_LUMO, hartree: -0.175

Want to see where the charge sits? The Mulliken charges in e are:
1 Zn 0.2538
2 C 0.6122
3 F -0.1896
4 F -0.1777
5 F -0.2005
6 S 0.0949
7 O -0.3015
8 O -0.4497
9 N 0.8084
10 S 0.5993
11 O -0.7050
12 O -0.5160
13 C 0.6663
14 F -0.1864
15 F -0.1799
16 F -0.1563
17 C -0.3779
18 C -0.5663
19 O -0.5071
20 H 0.2637
21 H 0.2274
22 H 0.0185
23 H 0.2370
24 H 0.3973
25 H 0.3137
26 C -1.2305
27 C -0.1234
28 O -0.1695
29 H 0.3659
30 H 0.4766
31 H 0.2603
32 H 0.3911
33 H 0.0945
34 H 0.1788
35 C -0.5384
36 C -0.2161
37 O -0.5467
38 H 0.4033
39 H -0.0268
40 H 0.2159
41 H 0.1305
42 H 0.2676
43 H 0.3126
44 C -0.9643
45 C -0.3216
46 O -0.4410
47 H 0.3866
48 H 0.3913
49 H 0.1366
50 H 0.2827
51 H 0.3577
52 H 0.2490
53 C -0.9627
54 C -0.0534
55 O -0.5446
56 H 0.4170
57 H 0.3011
58 H 0.0881
59 H 0.2743
60 H 0.1704
61 H 0.2968
62 C -0.5138
63 C 0.3328
64 O -0.5321
65 H -0.2250
66 H 0.3320
67 H 0.3138
68 H 0.2656
69 H -0.1621
70 H 0.3007
71 C -1.3499
72 C -0.2529
73 O 0.3083
74 H 0.2384
75 H 0.4197
76 H 0.4152
77 H 0.1966
78 H 0.3636
79 H -0.0149
80 C -0.8345
81 C -0.2729
82 O -0.0459
83 H 0.2133
84 H 0.2888
85 H 0.0680
86 H 0.1897
87 H 0.4747
88 H 0.1946



Q: Which value of E_LUMO does entry 1 give?
A: -0.107 hartree



Q: Among the records above, which one has the lowest E_LUMO?
A: C18H48F6NO12S2Zn